Molecular formula: C16H44ClO6P
Method: DFT, the ωB97M-V functional and the def2-TZVPD basis

Last column: Löwdin charge in e.
Element x y z (Å)
C  4.953  0.479  -0.184  -0.106
C  3.881  -0.479  0.667  -0.261
O  3.117  -1.318  -0.273  -0.296
C  1.871  -1.800  0.343  -0.459
P  0.509  -2.005  -0.981  0.848
C  -0.705  -0.532  -1.038  -0.456
C  -1.717  -0.412  0.247  -0.698
C  -1.696  1.193  0.704  -0.155
Cl  -1.286  -1.487  1.693  0.498
H  4.341  1.257  -0.816  0.076
H  5.652  1.103  0.545  0.084
H  5.691  -0.180  -0.842  0.069
H  4.557  -1.105  1.417  0.129
H  3.161  0.274  1.228  0.122
H  1.516  -1.155  1.280  0.076
H  2.089  -2.892  0.769  0.104
H  1.220  -1.941  -2.263  -0.053
H  -1.401  -0.713  -1.990  0.092
H  -0.171  0.499  -1.236  0.062
H  -2.835  -0.629  -0.102  0.093
H  -0.561  1.471  0.860  0.085
H  -2.070  1.890  -0.188  0.094
H  -2.353  1.380  1.675  0.077
C  -6.510  0.053  -2.144  -0.096
C  -5.261  -0.385  -2.880  -0.321
O  -4.328  -0.940  -1.965  -0.107
H  -6.263  0.795  -1.377  0.078
H  -7.238  0.488  -2.835  0.074
H  -6.974  -0.794  -1.629  0.073
H  -4.788  0.469  -3.375  0.114
H  -5.497  -1.137  -3.640  0.109
H  -4.754  -1.703  -1.538  0.092
C  -3.576  -5.376  0.762  -0.099
C  -2.744  -5.947  1.891  -0.331
O  -1.424  -5.427  1.831  -0.098
H  -3.130  -5.621  -0.207  0.079
H  -4.596  -5.770  0.791  0.070
H  -3.619  -4.283  0.825  0.064
H  -2.686  -7.036  1.811  0.112
H  -3.177  -5.694  2.864  0.106
H  -1.486  -4.460  1.912  0.047
C  -3.305  5.388  3.835  -0.098
C  -3.080  3.968  3.358  -0.333
O  -1.941  3.915  2.512  -0.108
H  -3.450  6.061  2.984  0.077
H  -4.183  5.446  4.485  0.074
H  -2.433  5.754  4.386  0.072
H  -3.945  3.614  2.789  0.114
H  -2.922  3.290  4.202  0.109
H  -1.178  4.223  3.029  0.091
C  -0.232  5.055  -1.284  -0.089
C  0.601  3.802  -1.456  -0.316
O  -0.234  2.707  -1.804  -0.119
H  -0.989  4.910  -0.506  0.072
H  0.396  5.907  -1.012  0.075
H  -0.768  5.293  -2.209  0.073
H  1.118  3.554  -0.524  0.113
H  1.352  3.934  -2.242  0.108
H  -0.682  2.933  -2.637  0.098
C  7.821  -2.678  -0.736  -0.102
C  8.560  -1.746  -1.674  -0.334
O  9.836  -1.430  -1.139  -0.091
H  7.701  -2.216  0.249  0.075
H  6.833  -2.928  -1.132  0.074
H  8.386  -3.605  -0.587  0.072
H  8.003  -0.813  -1.803  0.102
H  8.695  -2.206  -2.658  0.108
H  10.326  -2.264  -1.036  0.087

Values from the calculation:
**Highest occupied orbital energy**: -7.8 eV
**SMILES**: CCOCPC[C@H](C)Cl.CCO.CCO.CCO.CCO.CCO
**Largest force on an atom**: 3.05 eV Å⁻¹

---

Molecular formula: C3H7N3O
Method: DFT, the ωB97M-V functional and the def2-TZVPD basis

Last column: Löwdin charge in e.
Element x y z (Å)
H  -3.789  0.375  -0.885  0.038
N  -2.850  0.755  -0.783  0.077
C  -2.064  -0.161  -0.389  -0.276
N  -0.721  0.099  -0.167  0.106
C  0.136  -0.914  0.246  -0.556
O  -0.256  -2.056  0.435  0.039
N  1.444  -0.563  0.421  0.014
C  2.063  0.736  0.258  -0.092
H  -2.307  -1.202  -0.183  0.125
H  -0.417  1.050  -0.312  0.129
H  2.004  -1.344  0.720  0.138
H  1.743  1.454  1.025  0.086
H  1.873  1.166  -0.734  0.084
H  3.143  0.605  0.349  0.086

Values from the calculation:
**Highest occupied orbital energy**: -9.7 eV
**SMILES**: [H]/N=C/NC(=O)NC
**Largest force on an atom**: 0.37 eV Å⁻¹

---

Molecular formula: C3H8N2
Method: DFT, the ωB97M-V functional and the def2-TZVPD basis

Last column: Löwdin charge in e.
Element x y z (Å)
N  -1.349  -0.918  -0.068  -0.003
C  -0.942  0.364  0.354  -0.334
C  0.046  1.192  -0.424  -0.120
C  0.553  0.297  0.530  -0.412
N  1.179  -0.884  -0.037  -0.006
H  -2.197  -0.875  -0.571  0.043
H  -0.465  -1.389  -0.517  0.095
H  -1.450  0.711  1.244  0.130
H  0.153  2.333  -0.353  0.127
H  0.333  0.854  -1.445  0.115
H  1.016  0.636  1.516  0.154
H  1.849  -0.690  -0.853  0.131
H  1.273  -1.630  0.623  0.080

Values from the calculation:
**Highest occupied orbital energy**: -8.0 eV
**SMILES**: N[C@@H]1C[C@@H]1N
**Largest force on an atom**: 4.89 eV Å⁻¹

---

Molecular formula: C16H22CoN5O2S
Method: DFT, the ωB97M-V functional and the def2-TZVPD basis

Last column: Löwdin charge in e.
Element x y z (Å)
Co  -1.113  1.362  1.355  0.645
C  1.928  0.911  1.612  -0.004
C  1.188  -0.026  2.509  -0.274
C  1.795  -1.154  3.086  0.028
C  1.062  -1.980  3.898  0.055
C  -0.303  -1.707  4.125  -0.122
C  -1.133  -2.512  4.936  0.047
C  -2.466  -2.201  5.109  -0.013
C  -3.027  -1.099  4.466  -0.039
C  -2.247  -0.294  3.634  -0.544
S  -2.943  1.016  2.761  0.894
C  -0.854  -0.575  3.478  -0.209
N  -0.094  0.239  2.712  0.030
H  2.916  1.139  2.008  0.104
H  1.366  1.851  1.494  0.076
H  2.060  0.449  0.633  0.090
H  2.836  -1.351  2.886  0.130
H  1.510  -2.852  4.350  0.137
H  -0.691  -3.365  5.429  0.137
H  -3.093  -2.828  5.725  0.129
H  -4.074  -0.861  4.588  0.125
N  -1.421  2.547  -0.432  0.024
C  -0.653  1.832  -1.477  -0.271
C  -0.970  2.283  -2.906  -0.137
C  0.188  2.130  -3.901  -0.151
C  0.471  0.703  -4.380  -0.150
N  1.459  0.061  -3.525  0.086
C  1.577  -1.217  -3.192  -0.435
N  2.652  -1.586  -2.473  0.197
N  0.690  -2.141  -3.536  0.227
C  -0.913  0.295  -1.246  -0.585
O  -0.931  -0.465  -2.187  0.057
O  -1.036  -0.015  -0.022  -0.090
H  -2.414  2.493  -0.676  0.126
H  -1.189  3.542  -0.448  0.119
H  0.412  1.984  -1.256  0.143
H  -1.229  3.345  -2.878  0.123
H  -1.840  1.737  -3.277  0.133
H  1.102  2.552  -3.475  0.117
H  -0.069  2.724  -4.777  0.125
H  0.878  0.738  -5.398  0.137
H  -0.450  0.121  -4.378  0.115
H  2.240  0.662  -3.297  0.157
H  3.450  -0.977  -2.400  0.125
H  2.818  -2.563  -2.290  0.129
H  -0.249  -1.872  -3.791  0.118
H  0.799  -3.076  -3.174  0.139

Values from the calculation:
**Net charge**: +2
**Highest occupied orbital energy (spin up / spin down)**: -14.5 / -15.4 eV
**<S²>**: 6.040
**Multiplicity**: 5
**Largest force on an atom**: 1.50 eV Å⁻¹